No. 1
16
Properties=species:S:1:pos:R:3:lowdin_charge:R:1 method="wB97M-V/def2-TZVPD" e_lumo_ev=0.842 smiles=N[C@]1(CO)C[C@H]1O relative_energy_ev=3.517 total_charge=0 homo_lumo_gap_ev=10.507
C -0.034 0.404 0.035 -0.460
C -1.233 -0.292 0.662 -0.149
C 1.285 0.316 0.808 -0.026
C 1.088 -0.449 -0.484 -0.303
H -0.499 2.447 -0.310 0.072
H -0.980 1.520 -1.291 0.074
H -0.990 -1.011 1.557 0.153
H -2.052 0.257 1.098 0.099
H -2.089 -0.737 -1.200 0.112
H 1.826 1.241 0.547 0.104
H 1.339 -0.125 1.856 0.137
H 1.482 0.019 -1.377 0.138
H 1.954 -2.202 -0.399 0.114
N -0.128 1.630 -0.751 0.081
O -2.002 -1.157 -0.277 -0.128
O 1.033 -1.860 -0.472 -0.018

---

No. 2
16
Properties=species:S:1:pos:R:3:lowdin_charge:R:1 method="wB97M-V/def2-TZVPD" e_lumo_ev=0.696 smiles="N[C@@H](CO)CC=O" relative_energy_ev=1.709 total_charge=0 homo_lumo_gap_ev=10.357
C 1.249 0.078 0.994 -0.242
O 2.229 -0.932 1.122 -0.060
C 0.094 -0.309 0.070 -0.420
C -1.015 0.729 0.149 -0.129
C -2.160 0.414 -0.789 -0.272
O -2.527 1.195 -1.626 0.052
N 0.499 -0.503 -1.316 0.060
H 0.885 0.363 1.986 0.118
H 1.752 0.947 0.570 0.125
H 1.845 -1.813 1.115 0.083
H -0.301 -1.253 0.450 0.143
H -1.389 0.799 1.174 0.127
H -0.674 1.700 -0.214 0.126
H -2.696 -0.549 -0.704 0.126
H 1.238 -1.203 -1.338 0.076
H 0.972 0.337 -1.645 0.089

---

No. 3
16
Properties=species:S:1:pos:R:3:lowdin_charge:R:1 method="wB97M-V/def2-TZVPD" e_lumo_ev=0.875 relative_energy_ev=2.647 total_charge=0 homo_lumo_gap_ev=10.503
C 1.770 -0.144 -1.388 -0.137
N 1.919 -0.031 0.040 0.001
C 1.180 0.422 0.952 -0.252
O -0.020 1.061 1.056 -0.069
C -1.201 0.905 0.272 -0.166
C -1.744 -0.518 0.311 -0.234
O -1.223 -1.317 -0.730 -0.061
H 1.721 -1.217 -1.621 0.081
H 0.894 0.350 -1.830 0.070
H 2.696 0.216 -1.865 0.082
H 1.573 0.366 1.968 0.126
H -1.900 1.597 0.753 0.126
H -1.066 1.224 -0.768 0.123
H -1.532 -0.949 1.303 0.129
H -2.833 -0.512 0.186 0.124
H -0.271 -1.386 -0.589 0.055

---

No. 4
16
Properties=species:S:1:pos:R:3:lowdin_charge:R:1 method="wB97M-V/def2-TZVPD" e_lumo_ev=0.663 smiles="CC(=O)NCCO" relative_energy_ev=1.795 total_charge=0 homo_lumo_gap_ev=10.229
C 1.727 0.525 0.860 0.001
C 1.394 -0.653 -0.107 -0.484
N 0.137 -0.924 -0.636 0.040
C -0.949 0.057 -0.830 -0.139
C -1.553 0.522 0.579 -0.240
O -2.744 1.323 0.448 -0.064
O 2.344 -1.342 -0.496 0.012
H 2.870 0.712 0.715 0.126
H 1.103 1.389 0.837 0.039
H 1.532 0.150 1.830 0.062
H 0.301 -1.712 -1.213 0.119
H -0.455 0.988 -1.214 0.121
H -1.815 -0.321 -1.443 0.137
H -0.813 1.017 1.147 0.064
H -1.793 -0.413 1.161 0.134
H -2.395 2.094 0.005 0.072

---

No. 5
16
Properties=species:S:1:pos:R:3:lowdin_charge:R:1 method="wB97M-V/def2-TZVPD" e_lumo_ev=-0.509 smiles=c1cc[nH]c1.O.O relative_energy_ev=5.229 total_charge=0 homo_lumo_gap_ev=8.903
C -1.213 0.646 -0.071 -0.092
C -0.233 -0.092 0.772 -0.035
N 0.460 -0.994 -0.170 -0.083
C 0.282 -0.367 -1.532 -0.037
C -0.888 0.332 -1.373 -0.171
H -1.760 1.462 0.395 0.094
H -0.564 -0.676 1.613 0.098
H -0.405 -1.471 -0.524 0.129
H 0.878 -0.320 -2.472 0.132
H -1.412 0.698 -2.240 0.104
H -0.434 2.888 1.082 0.032
H -0.511 2.906 -0.424 0.002
O -0.254 3.465 0.314 -0.067
H 1.266 -2.295 0.862 -0.028
H 0.970 -3.630 1.232 0.036
O 1.603 -2.939 1.530 -0.112

---

No. 6
16
Properties=species:S:1:pos:R:3:lowdin_charge:R:1 method="wB97M-V/def2-TZVPD" e_lumo_ev=0.552 smiles="NC(=O)O.C=CC" relative_energy_ev=1.887 total_charge=0 homo_lumo_gap_ev=9.562
N -2.175 -1.246 -2.758 0.102
C -1.348 -0.982 -1.611 -0.586
O -0.054 -0.839 -2.003 0.088
O -1.755 -0.848 -0.471 0.093
H -2.862 -0.493 -2.789 0.101
H -2.673 -2.082 -2.544 0.080
H -0.141 -0.840 -2.988 0.126
C 0.378 0.950 2.446 -0.117
C 1.046 0.795 1.093 -0.228
C 2.377 0.636 0.994 -0.036
H 0.674 0.148 3.127 0.073
H 0.860 1.811 2.991 0.087
H -0.640 1.142 2.409 0.034
H 0.412 0.673 0.165 0.083
H 2.903 0.623 0.039 0.043
H 2.998 0.553 1.899 0.058

---

No. 7
16
Properties=species:S:1:pos:R:3:lowdin_charge:R:1 method="wB97M-V/def2-TZVPD" e_lumo_ev=0.716 smiles="C=CON.CC=O" relative_energy_ev=5.598 total_charge=0 homo_lumo_gap_ev=9.727
C 2.415 -0.680 0.561 -0.041
C 1.289 -0.806 -0.413 -0.346
O 1.361 -0.658 -1.610 0.025
H 0.104 -1.165 0.032 0.135
H 2.054 -0.307 1.519 0.079
H 2.909 -1.648 0.666 0.086
H 3.147 0.028 0.164 0.088
N -0.312 1.845 -0.848 0.062
C -1.352 -0.175 0.081 -0.253
C -2.472 -0.145 0.836 0.057
O -0.346 0.893 0.230 -0.277
H -1.236 2.271 -0.827 0.081
H -0.243 1.280 -1.697 0.069
H -1.417 -0.526 -0.945 0.110
H -3.391 -0.590 0.471 0.060
H -2.510 0.382 1.781 0.064

---

No. 8
16
Properties=species:S:1:pos:R:3:lowdin_charge:R:1 method="wB97M-V/def2-TZVPD" e_lumo_ev=0.754 smiles="C[C@@H](O)CNC=O" relative_energy_ev=0.850 total_charge=0 homo_lumo_gap_ev=10.745
C -1.840 -0.946 -0.525 -0.058
C -0.630 -0.028 -0.597 -0.432
O -1.118 1.226 -1.027 -0.040
C 0.104 0.074 0.765 -0.134
N 1.539 -0.140 0.694 0.018
C 2.356 0.830 0.223 -0.355
O 1.956 1.899 -0.208 0.016
H -1.540 -1.980 -0.326 0.081
H -2.386 -0.911 -1.472 0.082
H -2.520 -0.614 0.269 0.086
H 0.088 -0.435 -1.328 0.142
H -0.458 1.896 -0.818 0.076
H -0.068 1.077 1.173 0.131
H -0.297 -0.648 1.482 0.123
H 1.940 -0.998 1.036 0.133
H 3.428 0.562 0.272 0.132

---

No. 9
16
Properties=species:S:1:pos:R:3:lowdin_charge:R:1 method="wB97M-V/def2-TZVPD" e_lumo_ev=0.684 smiles=c1cc[nH]c1.O.O relative_energy_ev=1.460 total_charge=0 homo_lumo_gap_ev=9.008
C -0.149 0.747 -1.992 -0.106
C 0.880 0.521 -1.109 -0.164
N 0.732 -0.726 -0.529 0.016
C -0.440 -1.253 -1.021 -0.156
C -0.996 -0.402 -1.919 -0.112
H -0.245 1.736 -2.400 0.086
H 1.647 1.129 -0.653 0.109
H 0.994 -0.896 0.440 0.097
H -0.800 -2.236 -0.757 0.105
H -1.995 -0.475 -2.314 0.089
H -0.807 2.623 2.043 0.019
H -0.161 1.920 0.892 0.012
O -0.444 1.787 1.802 -0.045
H 0.242 -2.122 2.241 0.040
H 0.580 -0.846 2.934 0.055
O 0.963 -1.508 2.342 -0.044

---

No. 10
16
Properties=species:S:1:pos:R:3:lowdin_charge:R:1 method="wB97M-V/def2-TZVPD" e_lumo_ev=0.627 relative_energy_ev=3.683 total_charge=0 homo_lumo_gap_ev=8.637
C 0.435 -1.763 -1.253 -0.118
C -0.166 -0.506 -0.938 -0.273
O -1.192 -1.122 0.360 -0.081
C 0.691 0.560 -0.291 -0.161
N -0.015 1.642 0.375 0.037
C -0.398 1.565 1.668 -0.337
O -0.276 0.571 2.368 -0.001
H 1.488 -1.884 -1.002 0.048
H 0.125 -2.258 -2.169 0.043
H -0.527 -1.969 -0.073 0.121
H -0.963 -0.120 -1.572 0.128
H -0.856 -0.806 1.230 0.050
H 1.355 0.088 0.439 0.135
H 1.322 0.999 -1.072 0.135
H -0.187 2.501 -0.122 0.137
H -0.836 2.502 2.053 0.137

---

No. 11
16
Properties=species:S:1:pos:R:3:lowdin_charge:R:1 method="wB97M-V/def2-TZVPD" e_lumo_ev=1.006 relative_energy_ev=1.879 total_charge=0 homo_lumo_gap_ev=10.398
C -1.103 1.524 -0.238 -0.073
C -0.221 0.367 0.217 -0.429
C -0.952 -0.975 0.085 -0.249
O -0.423 -2.007 0.880 -0.058
N 1.036 0.319 -0.529 -0.023
C 2.928 -0.868 0.095 0.012
O 2.469 -1.552 0.890 -0.005
H -0.546 2.465 -0.186 0.076
H -2.008 1.615 0.371 0.078
H -1.404 1.367 -1.281 0.081
H 0.030 0.478 1.281 0.149
H -1.990 -0.855 0.414 0.122
H -0.982 -1.256 -0.984 0.125
H 0.537 -2.022 0.773 0.036
H 0.911 0.384 -1.533 0.095
H 1.721 1.018 -0.257 0.065

---

No. 12
16
Properties=species:S:1:pos:R:3:lowdin_charge:R:1 method="wB97M-V/def2-TZVPD" e_lumo_ev=0.602 smiles="NC(=O)CCCO" relative_energy_ev=0.618 total_charge=0 homo_lumo_gap_ev=10.102
N 0.268 0.087 1.915 0.156
C 0.676 1.115 1.111 -0.534
O 1.513 1.926 1.470 0.036
C -0.057 1.244 -0.230 -0.107
C 0.098 0.179 -1.338 -0.173
C -0.018 -1.251 -0.837 -0.266
O -1.251 -1.337 -0.120 -0.091
H 0.575 0.104 2.876 0.109
H -0.514 -0.497 1.645 0.079
H -1.127 1.282 0.005 0.116
H 0.241 2.221 -0.616 0.116
H -0.720 0.344 -2.052 0.114
H 1.008 0.313 -1.935 0.117
H -0.021 -1.943 -1.689 0.117
H 0.821 -1.522 -0.179 0.115
H -1.492 -2.265 -0.027 0.095